Computed, not measured: a molecular structure, C17H16N7O4RuS5, with the ωB97M-V functional and the def2-TZVPD basis.

Each line ends with the Mulliken charge.
Geometry (Å):
H -5.964036 -0.755205 1.045978  0.351
H 7.870712 4.486787 -0.495664  0.380
C -2.867285 -2.425151 0.630949  1.462
H -3.975249 0.397086 1.187666  0.284
Ru -0.721516 -0.616665 -0.082818  0.314
H -6.267310 0.049799 -0.500537  0.382
S 5.626163 -0.994391 -2.646252  -0.315
H -5.347298 -1.489701 -0.426182  0.453
O -3.814641 -3.200201 0.585891  -0.760
C 4.516911 -0.610544 -1.492268  0.171
C -3.497816 0.586023 -0.728325  0.710
S 3.092183 -1.572822 -1.164324  -0.034
N -1.622208 -0.771891 1.840303  0.247
H -2.063950 0.878781 -2.929865  0.208
N -4.312296 0.214322 0.256597  -0.123
C 7.177806 3.657248 -0.529128  -0.448
C 7.653987 2.355812 -0.584901  -0.588
C 4.920755 2.834740 -0.566290  -0.282
C 2.599998 -0.404223 0.022925  0.462
S 1.218744 -0.560554 1.086649  -0.336
O -3.697223 -3.108663 5.157722  -0.582
H 8.718596 2.166176 -0.587896  0.360
N 0.024193 -0.687960 -1.904626  -0.418
H -4.257172 -3.629480 2.201281  0.381
C -2.041191 -1.085626 3.982995  -0.419
C -2.771708 -2.037784 3.294581  0.620
H 3.853787 3.002518 -0.550153  0.440
O -2.179893 -2.040293 -0.390035  -0.707
C 6.774260 1.286312 -0.631238  -0.439
C -3.112788 0.757883 -3.165631  -0.834
H -3.213380 -0.013386 -3.922800  0.361
H -3.514729 1.701688 -3.534500  0.275
N -3.836697 0.337434 -1.977371  -0.103
C 5.810929 3.892724 -0.514143  -0.537
C -3.663917 -3.032998 3.957557  0.425
H -1.977125 -0.900528 5.039643  0.547
C 5.409998 1.537466 -0.629985  0.362
S 0.111475 -0.767385 -4.677509  -0.395
H -4.659701 -0.226285 -2.131086  0.251
H -0.725806 0.407793 3.224702  0.150
C 0.055037 -0.732254 -3.080055  0.419
H 5.433680 4.904863 -0.467276  0.349
C -5.543415 -0.536001 0.069055  -1.267
N 3.407018 0.582903 0.170180  -0.867
H 7.139263 0.271772 -0.670650  0.396
N -1.373774 -0.352546 3.077955  -0.455
C -2.458900 -1.800474 1.941482  -0.570
O -4.412400 -3.794110 3.172685  -0.561
S -1.996002 1.370273 -0.302623  -0.401
N 4.473933 0.466710 -0.662680  0.681

Atoms 1-2, force components in eV/Å:
-0.01 0.02 0.00
0.02 0.02 0.00

Values from the calculation:
Relative energy (zero: lowest compared OMol25 entry of this formula, charge and spin) = 25.9 kcal/mol
E = -3427.57252 hartree
Strongest force on any atom = 0.016 Eh/bohr
Kohn-Sham gap (spin up / spin down) = 5.99 / 5.99 eV
Spin multiplicity = 2

***

Computed, not measured: a molecular structure, C17H16N7STm at a distorted geometry, with the ωB97M-V functional and the def2-TZVPD basis.

Each line ends with the Mulliken charge.
Geometry (Å):
C 0.464393 1.335409 2.479144  -0.229
H 0.438270 -2.970911 2.877954  0.136
C 0.470408 0.408190 4.646118  -0.318
N 0.435310 0.105260 1.901618  -0.057
C -3.916115 1.564256 -2.515078  -0.219
N 0.422136 -2.255126 2.169352  0.075
N 0.718117 2.244483 -1.684345  0.624
H -2.664574 -0.585644 -0.241637  0.484
H -4.829002 1.825679 -3.034325  0.458
H -4.791422 -0.050579 -1.382629  0.411
C -0.335820 2.640668 -2.297765  -0.389
C -2.714865 0.222818 -0.961552  0.140
H 0.486214 -5.767889 -0.651878  0.450
C 0.413062 -2.512075 -1.420044  -0.176
H 0.486108 2.185868 1.799612  0.419
Tm 0.583287 0.350113 -0.399659  1.048
C 0.477737 1.542821 3.825235  -0.835
H 4.012950 4.033338 -1.969351  0.260
C 0.427720 -2.759456 0.882025  0.742
C 0.438616 -3.853373 -1.650826  -0.870
C 0.459570 -4.692972 -0.528777  -0.299
S 3.107855 0.872281 -0.554078  -0.416
C 0.451019 -0.842481 4.084084  -0.824
N 1.845680 2.978371 -1.876288  -1.378
C -2.747142 2.272462 -2.760894  -0.896
H -0.294128 3.501271 -2.958697  0.405
C -1.599485 1.919067 -2.080446  0.843
N 0.411035 -1.952000 -0.179866  0.066
C 2.932726 2.433630 -1.365096  0.799
C 0.449901 -4.152567 0.730534  -0.878
H 0.485306 0.512893 5.723143  0.449
H 4.932103 2.790881 -1.170623  0.197
N 4.049504 3.147952 -1.488964  -0.361
C 0.434464 -0.969431 2.690217  0.759
H -2.725005 3.092939 -3.465380  0.448
H 0.451051 -1.728936 4.704618  0.427
C -3.901953 0.522507 -1.600593  -0.950
H 0.448564 -4.242745 -2.657623  0.444
H 0.500577 2.543640 4.229651  0.441
H 0.400620 -1.820735 -2.261843  0.391
H 0.465081 -4.788776 1.605716  0.435
N -1.579868 0.898916 -1.190769  -0.258

Atoms 1-2, force components in eV/Å:
-0.02 0.01 -0.09
0.00 -0.03 0.04

Values from the calculation:
Charge = +2
E = -2523.72183 hartree
Strongest force on any atom = 0.023 Eh/bohr
Kohn-Sham gap (spin up / spin down) = 7.36 / 7.38 eV
Spin multiplicity = 3

***

Computed, not measured: C17H16O6 in the gas phase, with the ωB97M-V functional and the def2-TZVPD basis.

Each line ends with the Mulliken charge.
Geometry (Å):
C -2.654821 1.324449 0.389161  -0.111
O -1.819907 2.375473 0.707385  -0.606
H -0.299169 -0.020800 2.501244  0.442
O 1.400777 -0.060752 1.415704  -0.346
O -0.309526 -1.320961 -0.197507  -0.617
C 3.945688 -1.000776 1.131252  -0.432
H -0.614592 2.467116 -0.981559  0.218
H -4.561986 -3.412559 0.184242  0.325
C -4.970345 -3.006516 -0.746230  -0.798
H -5.872163 -3.554421 -1.013825  0.231
C -4.002210 1.588463 0.154019  -0.194
O 3.674589 0.996681 -1.930778  -0.667
C 5.988070 -1.097392 -0.111898  -0.379
C 4.147510 0.203447 -0.964467  0.318
C -3.093122 -1.006803 -0.058439  -0.400
H 6.025292 0.013904 -1.948303  0.440
C -2.195735 0.007497 0.284394  -0.005
C -0.783642 -0.417001 0.447477  0.719
O -5.374288 -1.664956 -0.589992  -0.456
H -5.931159 0.785144 -0.319558  0.444
H -4.347320 2.608485 0.232100  0.491
C -4.885659 0.579539 -0.154316  -0.735
H 6.999627 -1.460227 -0.218456  0.378
H -4.230690 -3.111547 -1.545299  0.336
H -2.692120 -2.004023 -0.149765  0.533
O 1.466032 1.060675 -0.523033  -0.799
H -2.140225 3.392366 -1.082148  0.421
H 2.744506 1.229828 -1.710229  0.370
C 5.454943 -0.276787 -1.080290  -0.667
C 2.011923 0.331109 0.293573  1.455
H 3.345128 -1.277045 1.983258  0.461
C -1.325861 3.082211 -0.421299  -0.765
H 5.659197 -2.110549 1.751164  0.404
H -0.817980 3.960698 -0.027863  0.260
C 3.384499 -0.163301 0.162705  -0.059
C 0.035777 0.302313 1.512858  -0.622
C -4.436954 -0.739656 -0.270159  0.791
H -0.091409 1.384647 1.420874  0.334
C 5.234540 -1.464185 0.998748  -0.713

Atoms 1-2, force components in eV/Å:
0.08 -0.25 -0.04
-0.34 -0.21 0.17

Values from the calculation:
Relative energy (zero: lowest compared OMol25 entry of this formula, charge and spin) = 0.0 kcal/mol
E = -1108.84652 hartree
Strongest force on any atom = 0.011 Eh/bohr
SMILES = COc1ccc(OC)c(C(=O)COC(=O)c2ccccc2O)c1
Kohn-Sham gap = 8.91 eV

***

Computed, not measured: a molecular structure, C17H17AlCl5F18O4Sb at a distorted geometry, with the ωB97M-V functional and the def2-TZVPD basis.

Each line ends with the Mulliken charge.
Geometry (Å):
H -2.032416 -0.329627 -2.800748  0.401
F 2.402402 -1.994399 1.318275  -0.045
F 3.475513 1.955373 1.324805  -0.226
F -2.941527 2.912670 0.524164  -0.250
F 4.015043 -1.800304 2.751966  -0.295
O -0.251337 2.224079 0.158658  0.866
H -0.385047 -3.339352 0.927587  0.490
C 2.748545 -1.463091 2.493746  0.241
H -1.070448 0.127519 4.664340  0.347
O 1.821459 0.804422 -0.964521  0.168
H -0.878576 -5.283804 -0.581684  0.415
H -4.029219 -2.555935 -1.209151  0.281
F -0.398777 1.979823 -2.600622  -0.205
F -2.564287 1.621151 -1.150852  -0.185
C -0.364230 -3.223185 -0.157051  -0.410
C -0.614212 4.554107 0.100846  0.507
F 3.397760 0.101436 4.709139  -0.254
C -0.223929 3.185635 -2.030100  0.470
H 0.679217 -3.255470 -0.462791  0.300
H -3.002707 -2.022567 1.059053  0.589
F -1.214311 5.554224 -0.554061  -0.238
C 2.324258 -0.187060 -1.614344  -0.499
F 1.081680 3.420492 -1.979556  -0.200
H -1.138743 -4.198939 -1.939545  0.277
C -3.023393 -1.283874 0.257952  -0.273
O 1.400230 0.404519 1.815587  0.753
C 2.553155 0.085295 2.460645  1.287
Cl 2.599225 0.628884 -4.142643  -0.159
C -1.515475 -1.270402 -2.609268  -0.628
F -1.092745 4.527446 1.347315  -0.204
Cl 4.556319 -1.098144 -2.883314  -0.145
F 1.978731 -2.026796 3.431440  -0.269
O 1.962104 -1.341786 -1.576980  -0.367
C 2.462664 0.630803 3.914711  0.445
Cl 4.332779 1.663425 -2.086550  -0.124
Cl -1.305562 -1.768650 3.310981  -0.107
H -5.105738 -1.559841 -0.242101  0.377
C 3.784389 0.733830 1.752867  0.407
C 3.441623 0.240669 -2.620995  1.032
Sb -1.037324 -1.253635 -0.540856  0.207
Cl -1.590375 1.067823 2.582577  0.032
H 0.313775 -0.647131 -3.594996  0.004
H -2.266727 -2.059332 -2.688384  0.533
C -2.371617 2.870019 -0.681779  0.410
Al 0.579824 0.737367 0.352074  -2.715
F 0.688403 4.822580 0.174195  -0.183
C -0.845553 3.177097 -0.594482  0.633
H -2.265393 -4.204236 -0.584263  0.257
C -4.134428 -1.576217 -0.740044  -1.312
H -4.172499 -0.833732 -1.538539  0.280
H 0.224519 -2.372531 -3.327013  0.295
C -1.742366 -0.150446 3.863764  -0.552
H -0.760447 -1.627803 -4.588603  0.470
F -3.029050 3.709733 -1.480130  -0.256
H -2.778485 -0.157850 4.179205  0.451
C -1.209454 -4.280217 -0.853669  -1.191
F 2.605721 1.959510 3.919417  -0.226
F 4.142287 -0.002947 0.689842  -0.239
F 4.843743 0.827207 2.560068  -0.273
C -0.368822 -1.493295 -3.578348  -1.065
F 1.268475 0.353947 4.450346  -0.170
F -0.782070 4.098192 -2.830291  -0.257
H -3.176531 -0.316657 0.732735  0.298

Atoms 1-2, force components in eV/Å:
0.04 0.02 -0.03
0.01 0.04 0.04

Values from the calculation:
E = -5540.46953 hartree
Strongest force on any atom = 0.020 Eh/bohr
Kohn-Sham gap = 10.25 eV

***

Computed, not measured: a molecular structure, C17H17AuClF3N2O3S2Te, with the ωB97M-V functional and the def2-TZVPD basis.

Each line ends with the Mulliken charge.
Geometry (Å):
C -3.425563 -3.617437 0.673259  -0.690
Te 0.667628 1.373451 -1.394767  0.357
C -0.662512 3.625631 0.156968  -0.095
C -2.094825 -2.827887 -1.647500  -0.163
H -3.930499 -3.947635 1.569744  0.425
N 1.652804 1.597108 2.329838  -0.043
H 1.098319 2.356700 2.687732  0.294
C -1.004293 5.868553 -0.631474  -0.387
N 2.138816 -0.534049 2.404579  -0.024
H 3.485490 1.993195 3.309063  0.287
O 3.351823 -2.558390 0.311461  -0.645
H 1.941084 -1.494621 2.151981  0.328
H 3.826206 -0.151983 1.212834  0.242
C -2.702066 -1.849779 -0.828769  -0.030
H -1.687397 -4.909635 -1.945389  0.446
C 2.026801 -3.448745 -1.756677  0.414
C -2.626490 -0.446944 -1.166150  -1.109
C -2.155393 -4.162426 -1.320516  -0.655
O 0.955082 -2.178343 0.263760  -0.778
H -3.358475 0.214985 -0.716951  0.452
H 4.152428 -0.260233 2.948429  0.353
C -0.084060 3.284742 -1.067135  0.159
C -2.824158 -4.549341 -0.163417  0.461
C -0.443146 5.529950 -1.854227  -0.568
C 3.113592 1.589435 2.365631  -0.501
H -1.559972 -2.514792 -2.533594  0.309
C 3.441126 0.089925 2.202145  -0.421
H 3.519776 2.181488 1.546308  0.292
F 0.865578 -3.300998 -2.410588  -0.206
F 2.039466 -4.663522 -1.210094  -0.221
C 0.028498 4.244614 -2.071757  -0.451
S -0.505485 -0.035079 2.576142  -0.427
C -1.112073 4.918575 0.374374  -0.700
C -3.362190 -2.280737 0.344958  -0.161
S 2.218829 -2.140510 -0.474276  1.287
F 3.012766 -3.378646 -2.651991  -0.223
H 0.487093 3.998135 -3.020826  0.354
H -1.360097 6.876300 -0.462304  0.374
O 2.404992 -0.929426 -1.253714  -0.684
H -0.361270 6.269962 -2.638499  0.368
H -2.396430 -0.190338 -2.193002  0.498
H -1.558538 5.179321 1.324833  0.387
H -3.817058 -1.543849 0.994114  0.401
Cl -2.907069 -6.232344 0.243896  -0.226
C 1.154254 0.348219 2.425849  -0.130
Au -0.865165 -0.259841 0.072325  0.732
H -0.778225 2.867220 0.923382  0.316

Atoms 1-2, force components in eV/Å:
0.02 0.05 -0.02
0.34 -0.27 -0.35

Values from the calculation:
Relative energy (zero: lowest compared OMol25 entry of this formula, charge and spin) = 14.0 kcal/mol
E = -2953.10601 hartree
Strongest force on any atom = 0.011 Eh/bohr
Kohn-Sham gap (spin up / spin down) = 7.33 / 5.71 eV
Spin multiplicity = 3

***

Computed, not measured: a molecular structure, C17H17BaBr2NO at a distorted geometry, with the ωB97M-V functional and the def2-TZVPD basis.

Each line ends with the Mulliken charge.
Geometry (Å):
C 1.846969 -0.354183 -2.794520  -0.632
H -1.483232 1.973828 -0.914569  0.387
N 0.163524 1.160797 1.570706  -0.740
Ba 0.292971 -0.253048 -0.397659  2.053
Br 0.071777 -0.176123 6.529828  -0.250
C 0.239570 1.686614 -2.132702  -0.761
C 1.033228 0.917430 -3.169065  -0.184
H 0.434649 3.170217 0.907348  0.379
C -1.480080 -0.868365 -2.966491  -0.688
O -0.269819 -2.172693 0.925850  -0.918
C 0.121314 0.425332 3.752803  0.852
C -0.176859 -1.933869 4.352050  0.008
H 0.856079 -2.101222 -3.669100  0.396
H 2.443949 -0.195309 -1.864874  0.294
H -0.261252 -2.666056 5.105769  0.486
H -0.751106 -2.409710 -1.552523  0.747
C 0.359465 2.479109 1.792328  -0.209
C 0.049591 0.075138 2.385000  0.328
C 0.300968 1.796661 4.037321  -0.389
H 0.378540 0.696850 -4.028475  0.218
C -1.113258 1.561242 -1.845437  -1.094
H -1.077603 -0.754969 -3.985349  0.290
H 1.534588 -2.383200 -2.032396  0.122
H 2.602343 -0.557593 -3.565940  0.429
H -2.431149 1.064230 -3.364579  0.301
H -2.938573 0.341256 -1.826888  0.343
C -2.045111 0.533675 -2.474131  -0.296
C 0.988802 -1.664635 -2.676567  -0.985
H 0.874582 2.125564 -1.350350  0.592
C -0.156036 -1.455978 2.045228  0.162
C 0.424056 2.819323 3.111686  -0.934
Br -0.489500 -4.211870 2.661730  -0.113
H 0.343005 2.064150 5.074275  0.326
C -0.001139 -0.599891 4.681654  -0.309
C -0.446225 -1.681401 -2.298471  -1.168
H -2.314899 -1.591671 -2.980664  0.466
H 0.556443 3.849553 3.357956  0.440
H 1.771561 1.678937 -3.473763  0.417
C -0.252146 -2.388130 3.072991  -0.367

Atoms 1-2, force components in eV/Å:
-0.20 -0.10 0.41
0.04 0.58 0.02

Values from the calculation:
Relative energy (zero: lowest compared OMol25 entry of this formula, charge and spin) = 18.5 kcal/mol
E = -5961.29187 hartree
Strongest force on any atom = 0.061 Eh/bohr
Kohn-Sham gap = 4.70 eV